Molecular formula: C23H26Cl2FeN6O3S4
Method: DFT, the ωB97M-V functional and the def2-TZVPD basis

The total energy is -5223.2937 a.u. Its spin multiplicity is 5. As for the expectation value of S²: 6.009. As for the HOMO-LUMO gap (alpha / beta): 5.0147 / 5.2194 eV. As for the charge: -2.

The geometry in XYZ format:
```
65
Properties=species:S:1:pos:R:3:forces:R:3
Fe -0.0829 -0.0468 0.3128 0.275 0.073 0.218
S 3.4215 -1.9231 2.8569 -0.077 0.085 -0.118
C 1.9119 -1.3365 2.3176 -0.047 -0.117 0.069
S 1.5513 0.3625 2.2974 -0.170 -0.076 -0.200
S 0.6594 -2.3348 1.7150 0.007 0.098 0.019
S -0.2632 1.6090 -1.9104 -0.064 0.096 -0.025
C -0.3453 2.7799 -0.6595 -0.023 0.122 0.047
C -0.6407 4.1536 -0.8560 0.036 -0.037 0.101
C -0.7560 4.9905 0.2311 -0.005 -0.053 -0.105
C -0.5664 4.4855 1.5207 0.020 -0.002 -0.062
C -0.2534 3.1455 1.6370 0.112 -0.206 -0.019
N -0.1413 2.3220 0.5946 -0.183 0.035 -0.120
H -0.7886 4.5052 -1.8682 -0.014 0.032 0.015
H -1.0030 6.0388 0.0892 0.019 -0.027 -0.025
H -0.6468 5.1123 2.3983 -0.005 0.000 0.009
H -0.0691 2.6917 2.6086 -0.028 -0.019 -0.081
Cl -1.9088 -2.9509 -3.2965 -0.004 -0.059 0.069
C -2.3054 -3.4361 -1.6210 0.197 0.074 -0.024
Cl -1.1337 -4.6437 -1.0235 -0.071 0.040 -0.049
C -2.3598 -2.2175 -0.6607 -0.095 0.226 0.294
O -3.4066 -2.1641 0.0022 0.453 0.053 -0.208
O -1.3529 -1.4706 -0.6899 -0.048 0.023 -0.050
H -3.2699 -3.9091 -1.6419 -0.215 -0.169 -0.067
C 3.7069 0.5308 -0.2296 0.070 -0.027 -0.028
C 3.0285 -0.7095 -0.6879 -0.287 -0.079 0.066
N 1.7533 -0.8595 -0.9537 -0.169 -0.363 -0.055
C 1.5824 -2.1705 -1.3738 -0.017 0.225 -0.004
C 2.7678 -2.8198 -1.3457 -0.013 0.061 0.094
N 3.6900 -1.8818 -0.8950 0.208 -0.137 -0.230
C 5.0508 -2.1445 -0.5619 -0.076 0.201 -0.065
N 5.9900 -1.6093 -1.5584 -0.298 -0.173 0.420
N 7.0998 -0.9773 -1.1511 -0.022 -0.063 -0.060
N 7.8128 -0.6566 -2.1672 0.043 0.012 -0.231
C 7.1535 -1.0885 -3.3009 0.206 0.099 0.139
C 7.5005 -0.9864 -4.6501 0.042 0.028 -0.160
C 6.6239 -1.5152 -5.5680 0.033 0.010 -0.007
C 5.4156 -2.1295 -5.1627 0.058 0.033 -0.061
C 5.0616 -2.2369 -3.8405 -0.104 -0.042 0.044
C 5.9703 -1.7075 -2.9131 -0.100 -0.020 0.017
H 3.0303 1.3672 -0.3856 -0.011 0.012 0.016
H 4.6373 0.7012 -0.7835 -0.102 -0.019 0.011
H 3.9262 0.4648 0.8385 0.000 -0.011 0.011
H 0.6037 -2.5509 -1.6235 0.159 0.114 0.064
H 3.0254 -3.8553 -1.5146 0.033 0.154 0.044
H 5.1663 -3.2184 -0.4849 0.117 -0.212 -0.016
H 5.3027 -1.6995 0.3974 0.055 0.077 0.082
H 8.4225 -0.5008 -4.9479 -0.051 -0.029 0.009
H 6.8551 -1.4524 -6.6251 -0.033 -0.007 0.035
H 4.7390 -2.5121 -5.9176 0.037 0.014 0.011
H 4.1183 -2.6758 -3.5379 0.082 0.045 0.004
C -2.1887 -0.1618 3.2093 0.118 0.001 -0.064
C -3.1438 0.3047 2.1376 -0.005 0.121 -0.114
O -2.4282 0.7084 0.9707 -0.026 -0.214 0.395
C -3.2939 1.0216 -0.1130 0.014 0.076 0.085
C -3.9765 2.3678 0.0775 -0.021 0.061 -0.033
H -2.7422 -0.4048 4.1230 0.012 0.044 -0.076
H -1.4492 0.6099 3.4349 -0.031 -0.040 0.023
H -1.6435 -1.0483 2.8852 0.056 -0.009 -0.018
H -3.7259 1.1587 2.5068 -0.053 0.026 0.014
H -3.8351 -0.4935 1.8552 -0.030 -0.085 -0.009
H -4.0220 0.2153 -0.2342 -0.031 -0.048 0.014
H -2.6642 1.0505 -0.9971 0.067 -0.025 -0.061
H -4.6973 2.3519 0.9001 0.025 0.033 -0.052
H -4.5135 2.6346 -0.8397 0.038 0.004 0.084
H -3.2287 3.1409 0.2794 -0.061 -0.040 -0.029
```
Forces are in eV/Å.


Molecular formula: C47H34BCl6N8O4Y
Method: DFT, the ωB97M-V functional and the def2-TZVPD basis

The total energy is -5375.1368 a.u. The calculation puts the relative energy (zero: lowest compared OMol25 entry of this formula, charge and spin) at 0.923 eV. As for the HOMO-LUMO gap: 8.8883 eV.

The geometry in XYZ format:
```
101
Properties=species:S:1:pos:R:3:forces:R:3
Y -0.6971 -0.4690 -0.0716 0.430 0.407 -0.164
C 0.9164 4.7794 -1.7699 0.018 0.024 -0.004
C 0.1648 3.5039 -1.9514 0.008 0.012 0.063
C -0.4612 3.0169 -3.0832 0.008 0.008 0.025
C -1.0628 1.8190 -2.6834 0.015 -0.013 -0.088
N -0.8006 1.5846 -1.3979 -0.024 0.054 -0.028
N -0.0391 2.6223 -0.9546 -0.112 -0.057 -0.045
B 0.3242 2.7608 0.5346 0.034 0.072 0.025
N -0.9323 2.5389 1.3996 0.000 -0.095 -0.018
N -1.4944 1.3067 1.5916 -0.033 -0.046 0.053
C -2.4478 1.4777 2.5164 0.015 0.025 -0.051
C -2.5260 2.8225 2.8904 -0.028 -0.029 -0.016
C -1.5450 3.4611 2.1648 0.020 0.019 0.001
C -1.1699 4.9048 2.1812 -0.005 0.024 0.005
C -3.2420 0.3872 3.1047 0.018 -0.012 0.005
C -2.6289 -0.7761 3.5518 0.001 -0.005 -0.004
C -3.3784 -1.7961 4.1179 0.002 0.000 -0.030
C -4.7507 -1.6528 4.2521 -0.007 -0.011 0.002
C -5.3671 -0.4804 3.8333 -0.013 -0.012 0.007
C -4.6173 0.5367 3.2681 0.021 0.014 -0.009
N 1.4430 1.7944 1.0158 0.017 -0.068 -0.007
N 1.2447 0.4497 1.1737 -0.101 0.020 -0.090
C 2.2372 0.0060 1.9494 -0.037 -0.029 0.016
C 3.0973 1.0537 2.2765 0.055 0.011 -0.044
C 2.5600 2.1699 1.6718 -0.045 0.036 0.008
C 3.0595 3.5738 1.7296 0.017 0.013 0.010
C 2.3141 -1.3741 2.4579 0.007 -0.004 0.007
C 3.4922 -2.1093 2.3552 0.000 0.006 -0.006
C 3.5636 -3.3898 2.8802 -0.005 -0.005 -0.003
C 2.4640 -3.9429 3.5234 -0.009 -0.005 0.000
C 1.2962 -3.2067 3.6513 0.005 0.010 0.001
C 1.2265 -1.9266 3.1241 -0.002 -0.004 0.001
C -1.8834 0.9009 -3.4889 0.008 0.002 -0.014
C -1.3880 0.3989 -4.6899 -0.014 0.004 0.001
C -2.1349 -0.5079 -5.4257 0.004 -0.003 -0.004
C -3.3824 -0.9103 -4.9695 -0.019 0.001 0.005
C -3.8870 -0.3979 -3.7837 0.005 0.008 0.011
C -3.1408 0.5073 -3.0461 -0.009 -0.005 0.001
H 1.8711 4.6136 -1.2725 -0.032 0.016 0.006
H 0.3504 5.4893 -1.1649 -0.007 -0.006 0.001
H 1.1044 5.2353 -2.7405 -0.009 -0.004 -0.007
H -0.5210 3.4848 -4.0509 0.006 0.000 -0.010
H 0.7142 3.8719 0.7098 0.007 -0.001 -0.009
H -3.1835 3.2549 3.6247 -0.003 0.004 0.002
H -1.8407 5.4416 2.8491 -0.002 -0.003 -0.001
H -0.1480 5.0524 2.5306 0.001 -0.006 0.005
H -1.2482 5.3485 1.1882 0.001 -0.005 -0.003
H -1.5575 -0.8782 3.4536 -0.006 -0.009 0.005
H -2.8906 -2.7053 4.4469 -0.003 -0.001 0.002
H -5.3395 -2.4522 4.6822 -0.002 -0.003 0.001
H -6.4380 -0.3652 3.9391 -0.001 0.000 -0.003
H -5.0986 1.4429 2.9211 -0.005 -0.001 0.001
H 3.9745 1.0073 2.8991 0.009 -0.010 -0.005
H 4.0605 3.5794 2.1582 -0.003 -0.005 0.004
H 3.1092 4.0220 0.7382 -0.005 0.001 0.001
H 2.4191 4.2006 2.3512 -0.005 0.002 -0.001
H 4.3519 -1.6753 1.8586 -0.002 0.005 -0.019
H 4.4773 -3.9617 2.7840 0.003 0.002 -0.001
H 2.5175 -4.9466 3.9240 0.004 -0.001 0.000
H 0.4380 -3.6291 4.1586 -0.002 -0.005 0.001
H 0.3294 -1.3345 3.2409 -0.004 0.000 -0.008
H -0.4044 0.7013 -5.0307 0.003 -0.003 -0.001
H -1.7340 -0.9165 -6.3442 -0.002 -0.003 0.000
H -3.9563 -1.6341 -5.5326 0.004 -0.001 -0.006
H -4.8561 -0.7163 -3.4232 -0.003 -0.001 -0.001
H -3.5273 0.9041 -2.1142 0.004 0.001 -0.002
O 0.5323 -3.8522 -5.1330 -0.003 -0.114 0.134
C 1.6320 -3.1587 -4.9225 -0.118 0.283 -0.224
O 2.5895 -3.2229 -5.6527 0.046 -0.111 0.078
C 1.6343 -2.2080 -3.7657 0.050 -0.002 0.050
C 2.7186 -1.4341 -3.3967 0.049 -0.009 0.019
Cl 4.2702 -1.2961 -4.0625 -0.015 -0.022 -0.014
N 2.3683 -0.6833 -2.3298 -0.040 -0.024 0.014
N 1.0839 -0.9103 -1.9860 -0.073 0.048 0.041
C 0.6392 -1.8194 -2.8464 -0.015 -0.113 0.058
C -0.7854 -2.2719 -2.6835 -0.023 -0.030 0.003
O -1.2187 -3.2031 -3.3575 0.041 -0.008 -0.021
O -1.4306 -1.6166 -1.8086 -0.047 0.135 0.073
C 3.1692 0.3647 -1.7739 -0.020 0.022 -0.019
C 2.9565 1.6638 -2.2080 0.004 -0.034 0.035
C 3.8344 2.6557 -1.8005 0.009 -0.005 -0.021
C 4.9051 2.3417 -0.9733 -0.002 0.022 0.004
C 5.0922 1.0399 -0.5343 -0.016 -0.025 0.020
C 4.2201 0.0397 -0.9372 0.032 0.007 0.028
H -0.1690 -3.6821 -4.4316 -0.002 0.057 -0.065
H 2.1286 1.8772 -2.8732 0.014 -0.005 -0.009
H 3.6996 3.6701 -2.1530 0.022 -0.020 -0.005
H 5.5990 3.1162 -0.6724 0.002 0.004 -0.002
H 5.9236 0.7986 0.1148 0.001 -0.001 0.000
H 4.3610 -0.9899 -0.6349 0.004 -0.007 0.011
Cl -3.8062 -1.3982 0.4861 0.079 -0.058 0.045
C -2.7895 -2.7693 0.9141 -0.080 0.057 0.059
C -1.4310 -2.5749 0.7856 -0.098 -0.231 0.070
C -0.6636 -3.7161 0.8493 0.131 -0.171 0.018
Cl 0.9975 -3.5920 0.2891 -0.095 0.008 0.071
C -1.1625 -4.9587 1.2274 -0.031 0.030 -0.010
Cl -0.1310 -6.3283 1.3769 0.013 -0.001 -0.002
C -2.5308 -5.0720 1.4791 -0.014 -0.041 0.018
Cl -3.1910 -6.5764 1.9926 0.003 0.003 -0.005
C -3.3718 -3.9762 1.2747 0.016 0.015 -0.029
Cl -5.0742 -4.1290 1.4637 -0.015 0.007 0.003
```
Forces are in eV/Å.


Molecular formula: C18H20N2O
Method: DFT, the ωB97M-V functional and the def2-TZVPD basis

The SMILES is Nc1ccc([C@@H]2c3cc(O)ccc3[C@@H]3NCCC[C@H]23)cc1. The total energy is -882.6014 a.u. The calculation puts the relative energy (zero: lowest compared OMol25 entry of this formula, charge and spin) at 2.725 eV. As for the HOMO-LUMO gap: 8.4325 eV.

The geometry in XYZ format:
```
41
Properties=species:S:1:pos:R:3:forces:R:3
O -3.7438 -3.0227 -2.0837 -1.510 0.932 -0.001
C -1.4593 -3.5048 -2.0875 1.887 2.510 1.418
C -1.1173 3.3574 1.4804 0.437 -0.471 1.493
C -2.0096 1.3344 2.5545 1.137 -0.601 -0.565
C -0.7692 2.5827 0.3895 0.766 2.046 0.278
C -1.6298 0.5879 1.3710 -0.084 -0.058 1.647
C -2.3161 -1.2552 -1.5012 1.953 -0.260 0.527
C -0.1578 -3.0812 -1.7695 -0.176 1.626 -0.485
C -2.5005 -2.5755 -1.8750 0.693 -0.604 -0.429
C -1.6608 2.6783 2.6350 -0.530 0.698 -2.046
C -0.9357 1.1873 0.3264 -2.210 1.507 0.770
C -1.0106 -0.8210 -1.2674 1.802 -1.160 -0.142
C 0.0747 -1.7097 -1.4270 0.192 -0.887 -0.821
N -2.0006 3.4175 3.7265 0.640 0.080 0.521
N 2.3961 -1.8226 -0.4141 -1.881 0.048 -1.875
C 3.6434 -1.1164 -0.3265 0.194 -0.525 0.141
C 3.4719 0.3088 0.0828 1.482 1.345 -0.438
C 2.0829 0.6816 0.4510 -1.890 1.318 -0.252
C -0.4703 0.5459 -0.8997 0.451 -0.883 0.393
C 1.4675 -1.0241 -1.3248 -0.526 -1.245 1.720
C 1.0724 0.3748 -0.7245 1.853 -0.968 -1.369
H -3.6905 -3.9605 -2.1156 -0.261 -1.218 -0.167
H -1.5662 -4.4775 -2.4759 -0.674 -1.036 -0.279
H -0.8106 4.4565 1.5682 -0.697 -1.687 -0.298
H -2.3951 0.9065 3.5176 0.157 -0.081 -1.387
H -0.2628 3.2375 -0.3677 -0.453 -1.395 0.070
H -1.8153 -0.5051 1.3600 0.045 0.810 -0.104
H -3.0620 -0.5645 -1.2425 -1.477 0.414 -0.081
H 0.7124 -3.7173 -1.9122 -0.213 -0.051 0.061
H -1.9304 4.4063 3.6559 -0.149 0.428 0.097
H -2.6831 3.0368 4.3332 -0.494 -0.021 0.530
H 1.8747 -2.0128 0.4479 0.767 0.316 -0.189
H 4.2146 -1.1822 -1.2731 -0.402 -0.292 0.351
H 4.2288 -1.5288 0.4678 0.530 -0.981 0.161
H 4.1510 0.4611 0.9338 -0.344 0.385 -0.034
H 3.8473 1.0000 -0.6928 -0.214 -0.179 0.091
H 2.1495 1.7646 0.6490 -0.622 -0.308 0.108
H 1.8145 0.2023 1.3729 -0.431 -0.278 0.535
H -0.6141 1.2117 -1.7646 -0.124 -0.068 0.367
H 2.0555 -0.8674 -2.2632 -0.800 -0.497 0.409
H 1.3545 1.0096 -1.5147 1.173 1.290 -0.723
```
Forces are in eV/Å.


Molecular formula: C22H18N4O3S
Method: DFT, the ωB97M-V functional and the def2-TZVPD basis

The SMILES is C[C@@H](OC(=O)c1cccnc1SCc1cc(=O)n2ccccc2n1)c1ccccn1. The total energy is -1692.1238 a.u. The calculation puts the relative energy (zero: lowest compared OMol25 entry of this formula, charge and spin) at 1.020 eV. As for the HOMO-LUMO gap: 8.2787 eV.

The geometry in XYZ format:
```
48
Properties=species:S:1:pos:R:3:forces:R:3
C -0.7200 -3.3891 -1.6996 -0.113 0.199 0.100
H 0.1721 -3.9319 -2.0011 0.105 -0.001 -0.067
H -1.4012 -3.3294 -2.5455 -0.051 -0.053 -0.088
H -1.2090 -3.9232 -0.8900 0.034 -0.052 -0.051
C -0.3079 -1.9869 -1.2639 0.347 -0.479 -0.156
C 0.6125 -2.0256 -0.0645 -0.199 0.113 0.044
N 1.8901 -1.7757 -0.3226 -0.104 -0.011 -0.468
C 2.7526 -1.7979 0.6782 0.278 -0.097 0.307
C 2.3894 -2.0329 1.9939 -0.038 -0.013 -0.050
C 1.0558 -2.2934 2.2631 0.002 -0.028 -0.134
C 0.1502 -2.3089 1.2158 0.162 -0.066 0.057
H -0.8895 -2.5291 1.3932 -0.090 -0.023 -0.026
H 0.7223 -2.4867 3.2717 -0.022 -0.019 0.094
H 3.1279 -2.0151 2.7799 0.084 0.006 0.062
H 3.7839 -1.6129 0.4045 0.091 0.022 0.077
H 0.2309 -1.4912 -2.0802 -0.084 -0.093 0.255
O -1.4067 -1.0919 -1.0183 -0.051 0.062 -0.199
C -2.5305 -1.4204 -0.3896 -0.257 0.252 -0.016
O -2.8746 -2.5033 0.0007 0.031 -0.064 0.029
C -3.3301 -0.1569 -0.2573 -0.004 0.270 0.135
C -4.4304 0.1229 -1.0522 0.031 0.048 0.165
C -5.0090 1.3826 -0.9783 0.092 -0.124 -0.024
C -4.4327 2.3221 -0.1375 -0.258 0.022 -0.209
N -3.4095 2.0524 0.6529 0.089 0.153 0.238
C -2.8885 0.8410 0.6181 0.063 -0.200 -0.038
S -1.6209 0.4596 1.7909 -0.029 0.216 0.317
C -0.6235 1.9925 1.6928 -0.282 -0.427 -0.055
C 0.4708 1.7580 0.7029 0.272 0.025 -0.393
C 0.2084 1.5898 -0.6312 0.056 0.101 0.002
C 1.2381 1.2481 -1.5470 -0.385 0.109 0.120
O 1.1353 1.0384 -2.7391 0.035 -0.100 -0.265
N 2.5361 1.1566 -0.9318 -0.052 0.244 0.526
C 3.5876 0.8213 -1.7208 0.664 -0.215 -0.504
C 4.8502 0.7420 -1.2326 -0.266 -0.023 -0.158
C 5.0748 1.0084 0.1365 -0.283 0.116 0.245
C 4.0222 1.3191 0.9384 0.422 -0.077 -0.192
C 2.7028 1.3898 0.4159 -0.016 0.020 -0.108
N 1.7065 1.6710 1.2189 -0.038 0.074 0.550
H 4.1310 1.5206 1.9910 -0.022 0.023 0.094
H 6.0766 0.9568 0.5346 0.074 0.008 0.084
H 5.6676 0.4781 -1.8825 0.004 -0.026 -0.124
H 3.3241 0.6368 -2.7527 -0.028 0.012 0.071
H -0.7910 1.6713 -1.0268 -0.058 -0.027 -0.053
H -0.2077 2.1733 2.6812 -0.023 0.055 -0.064
H -1.3133 2.7823 1.4006 0.059 0.043 0.079
H -4.8048 3.3362 -0.0802 -0.124 0.048 -0.080
H -5.8661 1.6360 -1.5809 -0.067 0.041 -0.064
H -4.8086 -0.6258 -1.7323 -0.050 -0.065 -0.064
```
Forces are in eV/Å.